Density functional theory data (ωB97M-V with the def2-TZVPD basis set) for a single C6H4O molecule.

Last column: Mulliken charge in e.
Element x y z (Å)
C 1.085 0.259 -1.501  -1.07
C -0.252 0.275 -0.791  0.46
C -1.250 1.058 -1.113  -0.24
C -0.422 -0.756 0.296  0.08
O -0.110 -1.905 0.086  -0.46
C -0.853 -0.267 1.598  -0.31
C -1.104 0.115 2.717  0.20
H 1.124 1.058 -2.245  0.36
H 1.224 -0.713 -1.982  0.29
H 1.887 0.402 -0.766  0.30
H -1.329 0.474 3.700  0.40

As for the orbital gap: 9.357 eV.

Density functional theory data (ωB97M-V with the def2-TZVPD basis set) for a single C6H4O molecule.

Last column: Mulliken charge in e.
Element x y z (Å)
C -0.355 -0.176 -2.210  -0.22
C -1.224 0.234 -1.438  -0.28
C -0.976 0.756 -0.128  0.24
C -0.969 -0.203 0.869  -0.22
C 0.391 -0.432 1.188  -0.21
C 1.104 0.493 0.474  -0.58
O 0.303 1.316 -0.199  -0.21
H 0.584 -0.623 -1.867  0.27
H -1.817 -0.807 1.163  0.41
H 0.795 -1.247 1.769  0.38
H 2.163 0.689 0.379  0.42

As for the orbital gap (alpha / beta): 8.633 / 8.633 eV.

Density functional theory data (ωB97M-V with the def2-TZVPD basis set) for a single C6H4O molecule.

Last column: Mulliken charge in e.
Element x y z (Å)
C 2.810 -0.007 -0.042  -0.43
C 1.798 0.198 0.649  0.07
C 0.418 0.106 0.889  -0.04
C -0.489 1.015 0.397  -0.19
C -1.468 0.276 -0.306  -0.36
C -1.113 -1.036 -0.164  -0.33
O -0.019 -1.170 0.581  -0.21
H 2.203 -0.183 -0.958  0.26
H -0.374 2.090 0.445  0.42
H -2.264 0.668 -0.921  0.38
H -1.502 -1.957 -0.571  0.42

As for the orbital gap: 8.944 eV.

Density functional theory data (ωB97M-V with the def2-TZVPD basis set) for a single C6H4O molecule.

Last column: Mulliken charge in e.
Element x y z (Å)
C -1.783 0.692 0.030  -0.69
C -0.439 -1.867 -1.806  -0.47
C 0.026 -1.057 -0.947  0.14
C 0.392 -0.168 0.003  0.51
O -0.439 0.704 0.546  -0.24
C 1.736 -0.109 0.497  -0.79
C 2.892 -0.131 0.833  0.20
H -1.784 1.140 -0.967  0.32
H -2.373 1.283 0.728  0.23
H -2.149 -0.334 -0.041  0.35
H 3.921 -0.154 1.124  0.43

As for the orbital gap: 8.586 eV.

Density functional theory data (ωB97M-V with the def2-TZVPD basis set) for a single C6H4O molecule.

Last column: Mulliken charge in e.
Element x y z (Å)
C 3.500 0.564 0.224  -0.15
C 2.536 -0.104 0.507  0.03
C 1.270 -0.623 0.670  -0.06
C 0.059 -0.652 0.608  -0.59
C -1.045 0.053 -0.018  0.24
C -2.364 -0.397 -0.448  -0.28
O -2.203 0.442 0.684  -0.39
H 4.331 1.181 -0.030  0.40
H -0.594 0.846 -0.614  0.32
H -2.734 -1.395 -0.241  0.25
H -2.757 0.086 -1.342  0.23

As for the orbital gap: 9.788 eV.

Density functional theory data (ωB97M-V with the def2-TZVPD basis set) for a single C6H4O molecule.

Last column: Mulliken charge in e.
Element x y z (Å)
C 3.124 -0.432 -0.150  -0.79
C 1.884 -0.428 -0.031  0.24
C 0.487 -0.274 0.070  0.42
C -0.241 0.836 0.375  -0.38
C -1.602 0.466 0.170  -0.39
C -1.582 -0.837 -0.214  -0.34
O -0.318 -1.297 -0.307  -0.30
H 2.910 0.649 -0.472  0.26
H 0.162 1.790 0.688  0.44
H -2.473 1.091 0.299  0.40
H -2.349 -1.564 -0.429  0.43

As for the orbital gap: 9.338 eV.

Density functional theory data (ωB97M-V with the def2-TZVPD basis set) for 2 unconnected molecules or ions with the total composition C6H4O.

Last column: Mulliken charge in e.
Element x y z (Å)
C 2.633 -0.041 -0.355  -0.63
C 1.723 0.204 0.512  0.28
C 0.431 0.162 0.997  0.13
C -0.529 1.059 0.468  -0.21
C -1.228 0.303 -0.445  -0.26
C -0.679 -1.008 -0.379  -0.52
O -0.004 -1.126 0.805  -0.18
H 0.906 -0.570 -0.945  0.26
H -0.475 2.136 0.539  0.38
H -1.942 0.649 -1.181  0.39
H -1.126 -1.918 -0.766  0.37

As for the orbital gap: 8.623 eV.

Density functional theory data (ωB97M-V with the def2-TZVPD basis set) for a single C6H4O2 molecule.

Last column: Mulliken charge in e.
Element x y z (Å)
C -0.043 0.739 -2.868  -0.02
C 0.010 0.286 -1.742  -0.59
C 0.106 -0.059 -0.379  0.48
C 1.102 0.203 0.482  -0.50
C 0.695 -0.076 1.915  0.54
O 1.295 0.153 2.916  -0.53
O -0.557 -0.643 1.922  -0.31
C -1.068 -0.605 0.544  -0.43
H -0.339 1.138 -3.819  0.43
H 2.157 0.523 0.326  0.38
H -1.303 -1.616 0.184  0.28
H -2.054 -0.043 0.519  0.27

As for the orbital gap: 9.753 eV.

Density functional theory data (ωB97M-V with the def2-TZVPD basis set) for a molecular structure, C6H4O2.

Last column: Mulliken charge in e.
Element x y z (Å)
C 2.244 -0.044 0.538  -0.07
C 0.967 0.407 -0.336  -0.33
C -0.280 0.246 -0.218  0.85
C -0.905 -0.623 0.908  -0.09
C -0.954 0.917 -1.244  -0.43
C -1.810 1.823 -1.613  -0.37
H 3.165 0.925 0.401  0.22
H 1.266 0.992 -1.134  0.47
H -0.369 -1.076 1.847  0.29
H -2.246 2.412 -2.382  0.34
O 2.424 -1.285 0.958  -0.44
O -2.098 -1.166 0.674  -0.46

As for the orbital gap: 8.757 eV.

Density functional theory data (ωB97M-V with the def2-TZVPD basis set) for a gas-phase ion, C6H4O2P (charge -1).

Last column: Mulliken charge in e.
Element x y z (Å)
C 1.472 0.681 0.231  -0.20
C 1.480 -0.623 0.074  -0.17
C 0.404 1.518 -0.021  0.05
C 0.334 -1.479 -0.083  -0.26
C -0.851 1.169 -0.267  -0.43
C -0.953 -1.209 -0.241  -0.31
O -3.220 -0.069 -1.191  -0.79
O -2.673 0.002 1.355  -0.74
P -2.189 0.059 -0.052  0.97
H 2.439 1.164 0.394  0.26
H 2.340 -1.357 0.068  0.18
H 0.699 2.612 -0.081  0.20
H 0.718 -2.468 -0.187  0.23

As for the orbital gap (alpha / beta): 7.889 / 7.830 eV. As for the net charge: -1.

Density functional theory data (ωB97M-V with the def2-TZVPD basis set) for a single C6H4O3 molecule.

Last column: Mulliken charge in e.
Element x y z (Å)
C 1.628 0.823 2.909  -0.35
C 1.747 0.839 1.716  0.25
O 1.878 0.758 0.471  -0.40
C 1.024 0.536 -0.547  0.56
O 1.451 0.746 -1.663  -0.51
C -0.326 0.047 -0.174  0.63
O -0.815 0.131 0.957  -0.46
C -1.037 -0.444 -1.419  -0.27
C -2.010 -1.370 -1.356  -0.55
H 1.830 1.268 3.842  0.35
H -0.652 0.244 -2.226  0.27
H -2.712 -1.626 -2.147  0.30
H -2.006 -1.954 -0.362  0.19

As for the orbital gap: 8.437 eV.

Density functional theory data (ωB97M-V with the def2-TZVPD basis set) for a molecular structure, C6H4RuS2Se3Te.

Last column: Mulliken charge in e.
Element x y z (Å)
Ru 0.116 -1.128 2.337  0.09
S 1.607 -0.492 0.755  -0.25
C 0.661 0.157 -0.555  0.60
C 1.297 0.639 -1.707  -0.63
C 0.545 1.161 -2.735  -0.46
C -0.850 1.206 -2.637  -0.51
C -1.479 0.728 -1.510  -0.58
C -0.724 0.200 -0.454  0.57
S -1.513 -0.409 0.972  -0.27
H 2.376 0.596 -1.776  0.39
H 1.038 1.539 -3.622  0.35
H -1.437 1.616 -3.448  0.35
H -2.559 0.748 -1.424  0.39
Se -1.485 -2.494 3.824  -0.06
Se 0.551 -3.263 3.383  -0.07
Te 1.966 -0.986 4.256  0.21
Se -0.111 0.182 4.341  -0.12

As for the orbital gap: 5.776 eV.

Density functional theory data (ωB97M-V with the def2-TZVPD basis set) for a single C6H5BrClNO3 molecule.

Last column: Mulliken charge in e.
Element x y z (Å)
O 2.537 2.108 -0.181  -0.56
N 1.782 1.317 -0.685  0.98
O 1.844 0.821 -1.781  -0.56
C 0.664 0.702 0.145  0.45
Cl 0.575 1.430 1.668  -0.11
C 1.115 -0.943 0.498  -0.52
C 0.105 -1.796 0.565  0.21
Br 0.604 -3.672 0.969  -0.20
C -1.301 -1.550 0.463  -0.20
C -1.708 -0.365 0.014  -0.77
C -0.672 0.608 -0.566  0.14
O -1.290 1.860 -0.674  -0.52
H 2.197 -0.907 0.669  0.41
H -1.804 -2.453 0.794  0.39
H -2.794 0.004 -0.185  0.30
H -0.705 0.305 -1.681  0.24
H -1.147 2.530 -0.033  0.34

As for the orbital gap: 9.330 eV.

Density functional theory data (ωB97M-V with the def2-TZVPD basis set) for a single C6H5BrS2 molecule.

Last column: Mulliken charge in e.
Element x y z (Å)
C 1.418 -0.818 1.093  -0.30
C 1.934 -0.695 -0.108  -0.69
C -0.078 -0.740 1.434  -0.38
C -1.035 0.142 0.593  -0.22
C -0.834 0.920 -0.669  -0.28
C 0.022 0.650 -1.765  -0.30
S -1.289 -1.624 0.436  -0.10
S 0.415 2.192 -0.971  -0.03
Br -0.319 0.171 -3.601  -0.09
H 2.190 -0.888 1.893  0.30
H 1.250 -0.297 -1.008  0.57
H -0.076 -0.826 2.470  0.52
H -1.839 0.641 1.222  0.42
H -1.760 1.173 -1.020  0.60

As for the orbital gap (alpha / beta): 7.896 / 7.864 eV.

Density functional theory data (ωB97M-V with the def2-TZVPD basis set) for 2 unconnected molecules or ions with the total composition C6H5Cl2NO2.

Last column: Mulliken charge in e.
Element x y z (Å)
N 0.906 0.686 -1.508  -0.22
C 0.336 -0.519 -1.399  0.02
O 0.274 -1.123 -2.467  -0.62
C -0.036 -0.947 -0.007  0.73
Cl 1.154 -1.976 0.657  -0.15
C -1.182 -0.825 0.652  -0.56
C -2.166 0.044 -0.018  0.58
O -2.125 1.199 -0.298  -0.39
Cl -3.644 -0.787 -0.534  -0.19
H 1.325 1.109 -0.714  0.23
H 1.384 0.764 -2.492  0.28
H -1.368 -1.136 1.736  0.32
C 0.934 1.212 1.231  -0.65
C 1.565 0.540 2.015  -0.45
H 0.393 1.882 0.624  0.70
H 2.251 -0.124 2.520  0.37

As for the orbital gap: 10.256 eV.

Density functional theory data (ωB97M-V with the def2-TZVPD basis set) for 3 unconnected molecules or ions with the total composition C6H5ClO3.

Last column: Mulliken charge in e.
Element x y z (Å)
C -0.579 -0.801 -2.033  -0.85
C -1.011 0.592 -1.802  -0.35
C -1.351 1.718 -1.711  0.66
Cl -1.866 3.249 -1.159  -0.14
H -0.475 -1.071 -3.109  0.28
H -1.377 -1.322 -1.514  0.22
H 0.361 -0.596 -1.534  0.21
C 1.585 0.851 1.095  -0.82
C 1.546 1.963 1.748  0.84
O 1.504 2.908 2.430  -0.37
H 0.819 0.889 0.263  -0.01
H 2.152 -0.028 1.278  0.33
O -0.707 -3.311 1.037  -0.37
C -0.430 -2.803 2.028  0.69
O -0.172 -2.239 2.981  -0.33

As for the orbital gap: 9.782 eV.

Density functional theory data (ωB97M-V with the def2-TZVPD basis set) for a single C6H5F2NO2 molecule.

Last column: Mulliken charge in e.
Element x y z (Å)
O 1.532 -1.302 0.927  -0.52
N 0.461 -1.376 1.490  0.92
O 0.278 -1.823 2.596  -0.57
C -0.786 -0.659 0.712  1.11
F -1.960 -1.034 1.216  -0.31
C -0.495 -1.129 -0.686  -0.78
C 0.081 -0.259 -1.486  -0.41
C 0.530 1.151 -1.270  -0.44
C 0.167 1.666 0.031  -0.81
C -0.475 0.852 0.868  0.24
F -0.784 1.240 2.165  -0.32
H -0.809 -2.127 -0.969  0.39
H 0.285 -0.687 -2.514  0.29
H 1.591 1.219 -1.268  0.33
H -0.038 1.616 -2.023  0.37
H 0.421 2.652 0.210  0.53

As for the orbital gap: 10.335 eV.